Record 1
78
Properties=species:S:1:pos:R:3:mulliken_charge:R:1 method="wB97M-V/def2-TZVPD" multiplicity=1 gap_ev=7.4 molar_mass_g_mol=1143.908 charge=-1 relative_energy_ev=0.000 energy_ev=-187547.800 homo_energy_ev=-5.239
Y -0.15135 -0.25827 0.31987 -0.516
C 1.00110 -2.49362 -4.68017 -0.734
N 1.20773 -1.09762 -4.35854 0.348
C 0.95797 -0.03370 -5.20066 -0.716
C 1.26148 1.08915 -4.52944 -0.400
N 1.69211 0.70573 -3.26822 0.576
C 1.63304 -0.65828 -3.15119 -0.186
S 2.04778 -1.59583 -1.82719 -0.333
C 2.14308 1.62428 -2.28929 -0.134
C 2.96783 2.65964 -2.71383 -0.849
C 3.38871 3.58491 -1.77707 -0.597
C 2.99016 3.43022 -0.46152 -1.436
C 2.18143 2.35518 -0.13735 -0.559
N 1.75195 1.45799 -1.03222 0.860
H 0.26276 -2.55668 -5.47674 0.318
H 0.63950 -3.00105 -3.78974 0.207
H 1.93577 -2.95679 -4.99834 0.272
H 0.53910 -0.17481 -6.17963 0.488
H 1.14094 2.12227 -4.79531 0.508
H 3.27621 2.71542 -3.74777 0.591
H 4.02413 4.40928 -2.07395 0.412
H 3.27978 4.12659 0.31200 0.551
H 1.82122 2.21042 0.86914 0.574
F -1.88783 4.76464 -0.53740 -0.200
C -2.42675 4.15449 0.51775 0.446
F -2.82122 5.08633 1.38344 -0.223
F -3.48767 3.46913 0.11642 -0.185
S -1.16983 3.05154 1.29137 1.195
O -0.93450 2.04975 0.27514 -0.574
O -0.09860 3.92099 1.64836 -0.752
N -1.98794 2.51241 2.49805 -0.563
S -2.17135 1.03243 2.94026 1.112
O -1.90314 0.06199 1.88847 -0.219
O -1.68724 0.75919 4.24772 -0.675
C -4.00943 0.95680 3.06060 0.436
F -4.57311 1.18695 1.88171 -0.194
F -4.45737 1.85911 3.93073 -0.215
F -4.37438 -0.25097 3.48088 -0.198
F -6.42980 -2.25882 -3.19195 -0.328
C -5.24342 -1.66963 -2.98084 0.646
C -4.71033 -1.59846 -1.70412 -0.140
F -5.37525 -2.13191 -0.67468 -0.314
C -3.48862 -0.98414 -1.51278 -0.849
F -2.99057 -0.96678 -0.26313 0.006
C -2.74450 -0.41728 -2.54357 0.737
S -1.20920 0.35896 -2.27634 -0.128
C -3.31081 -0.52043 -3.81316 0.247
F -2.66254 -0.03068 -4.88452 -0.315
C -4.53315 -1.12799 -4.03793 0.109
F -5.03490 -1.19640 -5.28059 -0.325
C 4.18930 -1.43675 1.69505 -2.150
C 2.94203 -0.60206 1.83387 0.382
O 2.04829 -0.78371 0.99955 0.890
C 2.80351 0.35577 2.90504 1.052
C 3.83433 0.53712 3.85297 -0.782
C 3.71422 1.42808 4.88375 -0.983
C 2.52346 2.17568 4.99157 -0.743
C 1.50054 2.02967 4.10016 -0.904
C 1.59066 1.10811 3.01121 -1.019
O 0.61906 1.01026 2.18569 2.644
H 4.09691 -2.04083 0.79648 0.299
H 4.30850 -2.08284 2.56649 0.434
H 5.07730 -0.80711 1.62811 0.442
H 4.73787 -0.05208 3.76025 0.393
H 4.50904 1.55251 5.60658 0.379
H 2.41244 2.88568 5.80356 0.430
H 0.59005 2.60563 4.19702 0.379
Cl -1.24309 -3.27259 -1.69869 -0.122
C -0.87755 -3.67280 -0.03086 1.551
C -0.44376 -2.67539 0.83065 -1.316
C -0.22810 -3.11518 2.13267 1.409
Cl 0.29459 -1.97555 3.35890 -0.150
C -0.43790 -4.42363 2.57174 -0.766
Cl -0.17685 -4.89032 4.21324 -0.221
C -0.85820 -5.38026 1.65357 0.738
Cl -1.10910 -7.01518 2.14905 -0.225
C -1.07885 -5.00346 0.33359 -0.599
Cl -1.60769 -6.19439 -0.80401 -0.221

***

Record 2
74
Properties=species:S:1:pos:R:3:lowdin_spin:R:1 method="wB97M-V/def2-TZVPD" multiplicity=2 gap_ev="8.1 / 7.0" molar_mass_g_mol=1045.353 charge=+1 relative_energy_ev=0.000 energy_ev=-176310.399 homo_energy_ev="-11.159 / -11.270" s2=0.7550
Ru 0.62254 0.70318 1.33415 0.719
C -4.68576 6.21001 -0.86569 0.000
C -3.78519 5.00525 -0.91499 0.001
C -3.16153 4.63853 -2.10485 0.000
C -2.31883 3.54052 -2.16328 0.001
C -2.10068 2.79996 -1.00969 0.001
C -2.72536 3.13192 0.18960 0.001
C -3.55866 4.23520 0.22608 0.000
S -1.06179 1.39966 -1.07158 0.007
O -0.77205 1.07857 -2.43352 0.003
O -1.59873 0.39372 -0.17531 -0.001
N 0.34704 1.70253 -0.29557 0.077
C 1.28917 2.66550 -0.08677 0.004
C 1.60854 3.85769 -0.71227 0.006
C 2.67033 4.56539 -0.18106 0.002
C 3.36479 4.09699 0.93136 0.007
C 2.97425 2.90572 1.50810 0.001
N 1.96490 2.21058 0.98655 -0.001
H -4.09487 7.12787 -0.81839 0.000
H -5.33473 6.18613 0.00836 0.000
H -5.30964 6.27028 -1.75755 0.000
H -3.34900 5.21406 -3.00456 0.000
H -1.84658 3.24262 -3.09235 0.000
H -2.60744 2.51035 1.06347 0.000
H -4.06231 4.49344 1.15017 0.000
H 1.04912 4.19890 -1.57272 0.000
H 2.96877 5.49957 -0.64033 0.000
H 4.20111 4.64650 1.33907 0.000
H 3.46784 2.48370 2.37263 0.000
N 1.00336 -0.11610 3.30566 0.004
N 1.13694 0.88673 4.27820 -0.001
C 0.41716 2.01880 4.15355 0.002
N 0.43416 2.86553 5.18162 0.000
S -0.49333 2.34128 2.77306 0.023
H 0.28294 -0.78240 3.58061 0.000
H 1.88715 -0.60176 3.19875 0.004
H 1.56821 0.63745 5.15588 0.000
H 0.81865 2.62671 6.08139 0.000
H -0.07861 3.72716 5.10204 0.001
F 0.09389 -5.64331 0.26002 0.000
C 1.41368 -5.45548 0.36397 0.000
C 1.98450 -4.21302 0.11408 -0.001
C 3.36463 -4.14665 0.27736 0.000
F 4.02506 -3.00053 0.08357 0.000
C 4.13047 -5.23310 0.64823 0.000
F 5.44668 -5.11486 0.79119 0.000
C 3.51939 -6.45030 0.87758 0.000
F 4.24043 -7.49897 1.23717 0.000
C 2.15092 -6.56240 0.73771 0.000
F 1.55257 -7.72588 0.96650 0.000
Ge 0.93591 -2.62302 -0.39746 0.015
S 2.02317 -0.89909 0.53027 0.116
C 0.96429 -2.30408 -2.33049 0.007
C -0.11906 -1.83296 -3.06849 0.001
F -1.30919 -1.62653 -2.50521 0.000
C -0.02779 -1.55031 -4.41599 0.000
F -1.08085 -1.09552 -5.08492 0.000
C 1.17299 -1.74382 -5.07182 0.001
F 1.27256 -1.47528 -6.36376 0.000
C 2.27058 -2.21552 -4.37848 0.000
F 3.42591 -2.40189 -5.00847 0.000
C 2.14817 -2.48052 -3.03109 0.002
F 3.23780 -2.92501 -2.39221 0.001
C -0.92722 -2.89480 0.16513 0.000
C -1.54034 -2.24872 1.21366 0.000
F -0.83854 -1.36286 1.98316 0.000
C -2.86215 -2.41050 1.55740 0.000
F -3.38356 -1.73553 2.58155 0.000
C -3.63785 -3.28122 0.82017 0.000
F -4.91127 -3.46099 1.12722 0.000
C -3.07118 -3.96735 -0.24000 0.000
F -3.80878 -4.81096 -0.94921 0.000
C -1.74218 -3.76622 -0.54615 0.000
F -1.24549 -4.46050 -1.57204 0.000

***

Record 3
63
Properties=species:S:1:pos:R:3:nbo_charge:R:1 method="wB97M-V/def2-TZVPD" multiplicity=1 gap_ev=4.1 molar_mass_g_mol=750.632 charge=-2 relative_energy_ev=0.000 energy_ev=-134356.320 homo_energy_ev=0.033
Ti -0.32389 -0.28738 0.33453 1.603
O -1.94637 -0.90366 4.27991 -0.694
C -1.66958 -0.57849 3.11684 0.626
N -1.18567 -1.30194 2.10255 -0.637
C -1.02453 -2.68928 2.23919 0.115
C -1.41133 -3.46658 3.33443 -0.249
C -1.23658 -4.84629 3.31970 -0.254
C -0.67169 -5.46495 2.21910 -0.252
C -0.28064 -4.70860 1.12079 -0.267
C -0.44584 -3.32272 1.11875 0.220
N -0.01613 -2.45152 0.11139 -0.667
C 0.38382 -2.92924 -1.07318 0.622
O 0.27674 -4.06139 -1.55970 -0.687
C 1.16284 -1.90378 -1.85555 0.165
C 1.83873 -2.25805 -3.01231 -0.233
C 2.68548 -1.32977 -3.59028 -0.172
C 2.83400 -0.09091 -2.98590 -0.256
C 2.09157 0.18999 -1.85089 0.076
N 1.25887 -0.69641 -1.30770 -0.418
C -1.98381 0.83158 2.70258 0.159
C -2.58727 1.70821 3.59217 -0.231
C -2.96436 2.95706 3.13667 -0.185
C -2.73748 3.27471 1.80510 -0.261
C -2.10274 2.35009 0.99424 0.082
N -1.71544 1.15221 1.43958 -0.415
H -1.83958 -2.97954 4.19295 0.246
H -1.54465 -5.42933 4.18123 0.184
H -0.53081 -6.54058 2.20281 0.184
H 0.14761 -5.18437 0.25471 0.238
H 1.69360 -3.25578 -3.40079 0.237
H 3.23626 -1.57195 -4.49194 0.199
H 3.50162 0.66112 -3.38397 0.213
H 2.15869 1.14603 -1.35035 0.236
H -2.74495 1.36864 4.60558 0.239
H -3.43574 3.67072 3.80259 0.198
H -3.02810 4.23095 1.39113 0.209
H -1.88956 2.58043 -0.03768 0.230
Cl -1.37057 4.40344 -5.27658 -0.095
C -0.90522 3.51748 -3.82045 -0.010
C 0.14502 4.01009 -3.06091 -0.396
C 0.47433 3.28586 -1.91157 -0.084
Cl 1.80433 3.88064 -0.94191 -0.048
C -0.17222 2.12580 -1.49221 0.304
O 0.17847 1.51809 -0.37366 -0.773
C -1.24132 1.62463 -2.33459 -0.162
C -1.90680 0.43643 -2.03003 -0.036
O -1.58396 -0.33445 -1.01093 -0.643
C -1.58841 2.37566 -3.49349 -0.304
H 0.68020 4.90735 -3.32920 0.217
H -2.68610 0.06300 -2.69145 0.148
H -2.39214 2.02356 -4.12829 0.204
Cl 6.35855 2.90393 1.50559 -0.064
C 4.81992 2.06183 1.55909 -0.062
C 4.76068 0.72662 1.20925 -0.260
C 3.54208 0.07311 1.25144 -0.119
Cl 3.49707 -1.61760 0.85136 0.005
C 2.32934 0.70447 1.62625 0.410
O 1.19639 0.10854 1.65481 -0.743
C 2.47931 2.06566 1.99958 -0.096
Cl 1.07095 2.91423 2.55159 0.008
C 3.68358 2.73891 1.96410 -0.256
H 5.64947 0.19072 0.90732 0.225
H 3.72803 3.78089 2.24792 0.227

***

Record 4
60
Properties=species:S:1:pos:R:3:nbo_charge:R:1 method="wB97M-V/def2-TZVPD" multiplicity=1 gap_ev="4.9 / 5.1" molar_mass_g_mol=807.383 charge=+1 energy_ev=-94800.072 homo_energy_ev="-10.811 / -11.002"
Ru 0.28723 -1.13873 0.91764 0.373
S 0.11664 -3.46709 0.25835 0.337
C -1.50544 -3.81369 0.71904 -0.287
C -2.02548 -5.07004 0.33174 0.203
N -2.45068 -6.07696 -0.00887 -0.188
C -2.30544 -2.93480 1.41758 -0.262
S -1.81303 -1.33873 1.86992 0.226
C -3.60328 -3.31665 1.81688 0.205
N -4.65561 -3.62338 2.14875 -0.191
Cl 4.85747 -1.99015 -0.69981 0.083
C 4.36044 -1.79196 0.91836 -0.084
C 5.24762 -2.03723 1.96145 -0.221
C 4.86375 -1.90663 3.28093 -0.011
Cl 5.98990 -2.24845 4.51895 0.069
C 3.54219 -1.49994 3.61194 -0.114
C 3.08026 -1.27808 4.92171 -0.059
C 1.78620 -0.85761 5.12085 -0.264
C 0.93926 -0.70084 4.02180 0.113
N 1.34068 -0.93051 2.78335 -0.467
C 2.62794 -1.28980 2.55436 0.094
C 3.01878 -1.41385 1.17238 0.352
O 2.16716 -1.16285 0.25277 -0.645
H 6.25770 -2.33628 1.72944 0.257
H 3.75862 -1.42681 5.74707 0.252
H 1.41362 -0.65579 6.11253 0.250
H -0.09129 -0.38485 4.14148 0.223
C 0.75276 5.07730 -0.06854 -0.169
C 1.01318 4.47516 -1.28830 -0.194
C 0.64640 3.15797 -1.50310 -0.257
C 0.01623 2.44562 -0.49728 -0.250
C -0.20878 3.03168 0.74185 -0.265
C 0.15088 4.35428 0.94942 -0.204
Sb -0.65601 0.43545 -0.86648 1.425
C 0.00551 0.18423 -2.88622 -0.271
C 1.12590 -0.59103 -3.14895 -0.259
C 1.64011 -0.61350 -4.43558 -0.186
C 1.04250 0.14093 -5.43148 -0.183
C -0.07895 0.91056 -5.16027 -0.202
C -0.60806 0.93048 -3.88203 -0.255
C -2.78836 0.67524 -0.93305 -0.372
C -3.53146 0.09711 -1.95456 -0.235
C -4.91190 0.22273 -1.94272 -0.196
C -5.54248 0.90994 -0.91766 -0.169
C -4.79744 1.48336 0.10196 -0.216
C -3.41935 1.35547 0.10094 -0.170
H 1.02624 6.10888 0.09121 0.228
H 1.50005 5.02555 -2.07980 0.230
H 0.84278 2.68599 -2.45412 0.229
H -0.66206 2.45430 1.54362 0.205
H -0.04234 4.81413 1.90917 0.227
H 1.60169 -1.16226 -2.35544 0.235
H 2.50850 -1.21716 -4.65603 0.228
H 1.45630 0.13695 -6.42691 0.229
H -0.53424 1.50698 -5.93740 0.230
H -1.47982 1.52825 -3.64702 0.225
H -3.03635 -0.44519 -2.75296 0.226
H -5.49375 -0.22218 -2.73633 0.231
H -6.61868 0.99032 -0.90599 0.229
H -5.28638 2.02589 0.89730 0.229
H -2.83789 1.77830 0.91218 0.203